# 1
C5H15NO2 | the ωB97M-V functional and the def2-TZVPD basis

Each line ends with the Mulliken charge.
Cartesian coordinates (Å):
C1 -1.68 -1.84 -0.73  -1.18
C2 -1.00 -1.21 0.53  -0.57
C3 -0.53 0.21 0.26  0.27
C4 -0.89 1.16 1.40  -1.52
N1 0.95 0.11 0.02  -0.34
C5 1.75 1.30 0.03  -0.63
O1 2.05 1.72 1.39  -0.54
H1 -2.69 -1.48 -0.75  0.34
H2 -1.17 -1.43 -1.59  0.30
H3 -1.51 -2.89 -0.92  0.34
H4 -1.77 -1.19 1.29  0.35
H5 -0.22 -1.90 0.86  0.33
H6 -0.93 0.60 -0.67  0.35
H7 -0.67 0.67 2.35  0.34
H8 -0.30 2.06 1.45  0.38
H9 -1.93 1.45 1.33  0.40
H10 1.35 -0.55 0.67  0.20
H11 1.17 2.10 -0.41  0.41
H12 2.72 1.02 -0.34  0.35
H13 1.92 2.66 1.51  0.31
O2 0.77 -0.91 -2.77  -0.66
H14 1.69 -0.99 -3.05  0.33
H15 0.93 -0.66 -1.84  0.43

E_HOMO (eV): -9.6452
Relative energy (zero: lowest compared OMol25 entry of this formula, charge and spin) (kJ/mol): 117.3
Max |F| (eV/Å): 1.88
Total energy (Ha): -404.71038
Frontier orbital gap (eV): 10.49
SMILES: CC[C@@H](C)NCO.O

# 2
C5H15NO2 | the ωB97M-V functional and the def2-TZVPD basis

Each line ends with the Mulliken charge.
Cartesian coordinates (Å):
C1 1.84 -1.03 -0.93  -1.62
C2 0.27 -0.96 -1.06  0.99
C3 -0.17 -1.42 -2.44  -1.60
C4 -0.13 0.47 -0.58  -0.91
N1 -1.18 0.37 0.45  -0.41
C5 -1.51 1.64 1.06  -0.51
O1 -1.13 1.65 2.40  -0.58
H1 2.20 -1.99 -0.64  0.37
H2 2.32 -0.31 -0.20  0.38
H3 2.25 -0.68 -1.84  0.45
H4 -0.21 -1.72 -0.19  0.15
H5 -0.17 -0.61 -3.10  0.41
H6 -1.21 -1.84 -2.46  0.36
H7 0.40 -2.26 -2.82  0.38
H8 0.75 1.05 -0.30  0.36
H9 -0.70 1.04 -1.41  0.40
H10 -0.86 -0.23 1.21  0.36
H11 -2.52 1.96 0.93  0.44
H12 -1.09 2.56 0.59  0.23
H13 -1.86 1.23 2.89  0.33
O2 1.08 0.06 2.55  -0.66
H14 1.11 0.20 3.56  0.29
H15 0.50 0.82 2.33  0.39

E_HOMO (eV): -8.9534
Relative energy (zero: lowest compared OMol25 entry of this formula, charge and spin) (kJ/mol): 203.6
Max |F| (eV/Å): 3.63
Total energy (Ha): -404.67753
Frontier orbital gap (eV): 9.64
SMILES: CC(C)CNCO.O

# 3
C5H15NO2 | the ωB97M-V functional and the def2-TZVPD basis

Each line ends with the Mulliken charge.
Cartesian coordinates (Å):
C1 -0.43 -2.66 -0.82  -0.95
N1 -0.80 -1.23 -0.99  -0.48
C2 0.23 -0.22 -0.89  0.60
C3 0.27 0.70 -2.08  -1.59
C4 0.02 0.62 0.40  0.24
C5 1.30 1.21 0.95  -1.43
O1 -0.56 -0.19 1.43  -0.67
H1 -1.04 -3.13 -0.06  0.29
H2 0.59 -2.73 -0.49  0.32
H3 -0.44 -3.11 -1.81  0.35
H4 -1.44 -1.13 -1.76  0.26
H5 1.19 -0.72 -0.73  0.22
H6 1.03 1.47 -1.97  0.34
H7 0.37 0.23 -3.06  0.40
H8 -0.69 1.24 -2.19  0.42
H9 -0.75 1.35 0.13  0.23
H10 1.11 2.09 1.56  0.40
H11 1.89 1.57 0.10  0.34
H12 1.86 0.47 1.52  0.36
H13 -1.17 -0.78 0.95  0.31
O2 -1.22 1.83 3.32  -0.65
H14 -0.95 1.11 2.72  0.39
H15 -0.37 2.00 3.76  0.30

E_HOMO (eV): -9.1272
Relative energy (zero: lowest compared OMol25 entry of this formula, charge and spin) (kJ/mol): 84.9
Max |F| (eV/Å): 1.45
Total energy (Ha): -404.72274
Frontier orbital gap (eV): 10.01
SMILES: CN[C@@H](C)[C@H](C)O.O

# 4
C5H15NO2 | the ωB97M-V functional and the def2-TZVPD basis

Each line ends with the Mulliken charge.
Cartesian coordinates (Å):
C1 -1.00 -0.46 1.80  -1.10
C2 -1.74 0.58 0.98  -0.38
C3 -0.72 1.76 0.98  -0.83
C4 0.33 1.44 -0.08  -0.21
C5 0.11 1.16 -1.36  -0.38
N1 1.07 0.47 -2.14  -0.44
H1 -0.10 -0.89 1.34  0.23
H2 -1.60 -1.43 1.93  0.31
H3 -0.83 -0.25 2.83  0.41
H4 -2.29 0.35 0.10  0.41
H5 -2.62 0.85 1.65  0.27
H6 -1.22 2.71 0.68  0.28
H7 -0.36 1.97 1.96  0.40
H8 1.28 1.32 0.39  0.27
H9 -0.76 1.42 -1.92  0.41
H10 1.89 0.07 -1.64  0.16
H11 1.43 1.09 -2.89  0.23
O1 0.18 -2.22 -2.23  -0.64
H12 -0.65 -2.71 -2.01  0.32
H13 0.04 -1.41 -1.74  0.33
O2 2.36 -2.07 0.80  -0.65
H14 2.22 -2.39 -0.11  0.33
H15 2.99 -1.35 0.67  0.30

E_HOMO (eV): -8.6033
Relative energy (zero: lowest compared OMol25 entry of this formula, charge and spin) (kJ/mol): 202.5
Max |F| (eV/Å): 4.72
Total energy (Ha): -404.67795
Frontier orbital gap (eV): 9.34
SMILES: CCC/C=C/N.O.O

# 5
C5H15NO2 | the ωB97M-V functional and the def2-TZVPD basis

Each line ends with the Mulliken charge.
Cartesian coordinates (Å):
C1 0.69 2.75 -1.22  -1.12
C2 1.22 1.34 -1.45  -0.35
C3 1.57 0.72 -0.06  -0.57
C4 0.93 -0.35 0.36  -0.10
N1 1.22 -0.81 1.69  -0.29
C5 0.35 -1.80 2.26  -0.58
H1 1.32 3.47 -1.69  0.31
H2 -0.34 2.88 -1.60  0.31
H3 0.58 3.08 -0.20  0.36
H4 2.15 1.25 -2.02  0.36
H5 0.50 0.61 -1.87  0.25
H6 2.32 1.36 0.34  0.35
H7 -0.01 -0.74 -0.14  0.22
H8 2.21 -1.03 1.70  0.28
H9 0.52 -2.02 3.35  0.26
H10 0.53 -2.77 1.80  0.33
H11 -0.67 -1.42 1.97  -0.13
O1 -2.58 -0.98 0.59  -0.62
H12 -2.32 -0.15 1.09  0.35
H13 -2.04 -1.60 1.07  0.40
O2 -2.55 -1.26 -2.35  -0.64
H14 -3.16 -1.90 -1.98  0.31
H15 -2.44 -0.64 -1.64  0.33

E_HOMO (eV): -8.1132
Relative energy (zero: lowest compared OMol25 entry of this formula, charge and spin) (kJ/mol): 232.8
Max |F| (eV/Å): 3.65
Total energy (Ha): -404.66638
Frontier orbital gap (eV): 8.73
SMILES: CC/C=C/NC.O.O

# 6
C5H15NO2 | the ωB97M-V functional and the def2-TZVPD basis

Each line ends with the Mulliken charge.
Cartesian coordinates (Å):
C1 2.74 -0.39 0.01  -1.05
C2 1.30 -0.73 0.34  -0.30
C3 0.37 0.19 0.55  -0.28
C4 -1.07 -0.10 0.84  -0.56
C5 -1.82 -0.60 -0.41  -0.76
N1 -2.16 0.49 -1.29  -0.45
H1 3.17 0.31 0.73  0.31
H2 2.81 0.02 -1.00  0.21
H3 3.35 -1.30 -0.03  0.34
H4 1.09 -1.80 0.38  0.34
H5 0.63 1.24 0.56  0.37
H6 -1.25 -0.80 1.66  0.31
H7 -1.62 0.79 1.15  0.38
H8 -2.70 -1.16 -0.08  0.32
H9 -1.16 -1.29 -0.94  0.48
H10 -1.93 0.38 -2.26  0.20
H11 -3.04 0.93 -1.07  0.17
O1 -0.45 1.99 3.37  -0.65
H12 -0.24 1.98 2.43  0.34
H13 0.01 1.21 3.74  0.33
O2 0.34 -0.45 -3.14  -0.66
H14 1.28 -0.39 -3.37  0.29
H15 0.34 -0.51 -2.17  0.33

E_HOMO (eV): -8.8497
Relative energy (zero: lowest compared OMol25 entry of this formula, charge and spin) (kJ/mol): 140.6
Max |F| (eV/Å): 1.03
Total energy (Ha): -404.70150
Frontier orbital gap (eV): 9.66
SMILES: C/C=C/CCN.O.O

What did the sixth record say?
C5H15NO2 | the ωB97M-V functional and the def2-TZVPD basis

Each line ends with the Mulliken charge.
Cartesian coordinates (Å):
C1 2.74 -0.39 0.01  -1.05
C2 1.30 -0.73 0.34  -0.30
C3 0.37 0.19 0.55  -0.28
C4 -1.07 -0.10 0.84  -0.56
C5 -1.82 -0.60 -0.41  -0.76
N1 -2.16 0.49 -1.29  -0.45
H1 3.17 0.31 0.73  0.31
H2 2.81 0.02 -1.00  0.21
H3 3.35 -1.30 -0.03  0.34
H4 1.09 -1.80 0.38  0.34
H5 0.63 1.24 0.56  0.37
H6 -1.25 -0.80 1.66  0.31
H7 -1.62 0.79 1.15  0.38
H8 -2.70 -1.16 -0.08  0.32
H9 -1.16 -1.29 -0.94  0.48
H10 -1.93 0.38 -2.26  0.20
H11 -3.04 0.93 -1.07  0.17
O1 -0.45 1.99 3.37  -0.65
H12 -0.24 1.98 2.43  0.34
H13 0.01 1.21 3.74  0.33
O2 0.34 -0.45 -3.14  -0.66
H14 1.28 -0.39 -3.37  0.29
H15 0.34 -0.51 -2.17  0.33

E_HOMO (eV): -8.8497
Relative energy (zero: lowest compared OMol25 entry of this formula, charge and spin) (kJ/mol): 140.6
Max |F| (eV/Å): 1.03
Total energy (Ha): -404.70150
Frontier orbital gap (eV): 9.66
SMILES: C/C=C/CCN.O.O

> Which formula does entry 2 have?

C5H15NO2

> The lowest max |F| belongs to which entry?

number 6

Copy entry 5 word for word.
C5H15NO2 | the ωB97M-V functional and the def2-TZVPD basis

Each line ends with the Mulliken charge.
Cartesian coordinates (Å):
C1 0.69 2.75 -1.22  -1.12
C2 1.22 1.34 -1.45  -0.35
C3 1.57 0.72 -0.06  -0.57
C4 0.93 -0.35 0.36  -0.10
N1 1.22 -0.81 1.69  -0.29
C5 0.35 -1.80 2.26  -0.58
H1 1.32 3.47 -1.69  0.31
H2 -0.34 2.88 -1.60  0.31
H3 0.58 3.08 -0.20  0.36
H4 2.15 1.25 -2.02  0.36
H5 0.50 0.61 -1.87  0.25
H6 2.32 1.36 0.34  0.35
H7 -0.01 -0.74 -0.14  0.22
H8 2.21 -1.03 1.70  0.28
H9 0.52 -2.02 3.35  0.26
H10 0.53 -2.77 1.80  0.33
H11 -0.67 -1.42 1.97  -0.13
O1 -2.58 -0.98 0.59  -0.62
H12 -2.32 -0.15 1.09  0.35
H13 -2.04 -1.60 1.07  0.40
O2 -2.55 -1.26 -2.35  -0.64
H14 -3.16 -1.90 -1.98  0.31
H15 -2.44 -0.64 -1.64  0.33

E_HOMO (eV): -8.1132
Relative energy (zero: lowest compared OMol25 entry of this formula, charge and spin) (kJ/mol): 232.8
Max |F| (eV/Å): 3.65
Total energy (Ha): -404.66638
Frontier orbital gap (eV): 8.73
SMILES: CC/C=C/NC.O.O